122
Properties=species:S:1:pos:R:3:forces:R:3:mulliken_charge:R:1 method="wB97M-V/def2-TZVPD" gap_ev=9.8695 de_lowest_kj_mol=0.0 charge=0 smiles="CCOC(C)=O.CCOC(C)=O.CCOC(C)=O.CC(C)=O.CC(C)=O.CC(C)=O.CC(C)=O.CC(C)=O.CC(C)=O.CC(C)=O.CC(C)=O"
O -3.741 4.612 2.808 0.24 -1.09 1.23 -0.613
C -3.345 3.811 3.654 -1.62 1.17 -0.74 0.911
O -2.132 3.339 3.666 0.29 -1.02 1.00 -0.329
C -1.299 3.684 2.595 0.93 0.99 -0.83 0.695
C 0.010 2.976 2.834 0.72 -0.66 0.32 -0.428
C -4.162 3.236 4.799 0.88 -0.24 -0.13 -1.142
H -1.229 4.790 2.574 0.19 -0.52 -0.14 0.394
H -1.774 3.364 1.669 0.09 0.07 -0.14 -0.496
H 0.434 3.207 3.829 -0.18 0.23 -0.47 0.436
H 0.793 3.126 2.068 -0.59 0.23 0.33 -0.158
H -0.174 1.893 2.875 -0.07 0.21 -0.08 0.075
H -3.541 2.577 5.408 0.18 0.40 0.11 0.330
H -4.919 2.563 4.436 -0.68 0.15 -0.42 0.292
H -4.573 4.041 5.386 -0.33 0.11 0.14 0.333
O -2.534 1.130 -5.475 -0.15 0.16 0.10 -0.639
C -1.954 0.483 -4.647 0.74 -0.95 -0.13 0.601
O -2.543 -0.165 -3.624 -0.10 0.07 0.66 -0.081
C -3.980 -0.056 -3.502 1.07 -0.02 -0.33 -0.680
C -4.440 1.261 -2.935 -1.21 -1.21 0.06 -0.667
C -0.474 0.140 -4.611 0.36 0.92 0.11 -0.685
H -4.280 -0.912 -2.907 0.05 -0.02 0.20 0.393
H -4.312 -0.207 -4.508 -0.80 0.01 -0.56 0.400
H -3.984 1.465 -1.972 0.35 0.30 -0.28 -0.136
H -5.509 1.041 -2.720 0.27 0.64 -0.19 0.509
H -4.344 2.029 -3.696 0.03 0.22 0.39 0.207
H 0.059 0.559 -5.492 -0.49 -0.54 0.52 0.381
H -0.312 -0.937 -4.451 -0.13 0.38 -0.35 0.222
H -0.082 0.668 -3.723 -0.08 -0.24 -0.32 0.022
O -0.446 -4.446 2.649 -0.07 0.49 0.14 -0.583
C -1.531 -4.287 2.166 -0.94 -0.34 -0.60 0.719
O -2.115 -5.250 1.366 -0.05 0.68 0.06 -0.323
C -1.377 -6.444 1.123 0.37 -0.06 0.00 0.075
C -1.506 -7.400 2.271 0.31 0.11 0.55 -1.243
C -2.529 -3.117 2.216 0.26 -0.53 -1.05 -0.585
H -0.328 -6.193 0.988 0.14 0.10 -0.12 0.038
H -1.751 -6.893 0.201 -0.12 0.30 0.01 0.390
H -0.744 -8.168 2.161 -0.27 -0.42 -0.10 0.390
H -2.517 -7.804 2.358 0.20 -0.12 0.01 0.306
H -1.229 -6.883 3.194 -0.23 -0.02 -0.01 0.320
H -3.495 -3.589 2.023 0.03 0.32 -0.06 0.326
H -2.299 -2.407 1.386 -0.09 -0.52 0.61 -0.172
H -2.598 -2.550 3.125 0.51 0.05 0.50 0.399
C 3.605 4.283 -1.069 0.53 -0.68 0.16 -1.164
C 3.407 3.832 0.356 -0.82 0.94 -0.42 0.763
O 2.502 3.074 0.639 0.55 -0.07 0.21 -0.422
C 4.309 4.511 1.343 -0.36 -0.97 -0.18 -1.343
H 3.783 5.350 -1.122 -0.11 0.31 0.08 0.458
H 2.697 4.006 -1.618 0.68 -0.12 -0.33 0.142
H 4.581 3.830 -1.383 -1.04 0.08 -0.33 0.354
H 4.000 5.526 1.473 -0.31 0.76 -0.06 0.366
H 5.297 4.522 0.916 0.59 -0.02 0.22 0.401
H 4.226 4.016 2.291 0.35 -0.27 0.53 0.329
C -0.728 -2.385 -1.752 0.56 -1.58 -0.96 1.390
C -1.663 -3.313 -2.536 0.19 -0.17 1.14 0.687
O -1.380 -3.879 -3.560 0.31 0.21 -0.18 -0.633
C -2.986 -3.469 -1.866 -0.51 0.09 0.66 -0.770
H 0.169 -2.331 -2.372 0.36 0.09 0.58 -0.226
H -0.569 -2.656 -0.684 -0.08 0.00 -0.80 -0.065
H -1.230 -1.465 -1.817 -0.49 1.51 0.16 -0.792
H -3.766 -3.696 -2.573 -0.23 -0.27 -0.27 0.364
H -3.242 -2.527 -1.358 0.00 -0.35 0.06 0.038
H -2.920 -4.277 -1.107 -0.03 0.45 -0.34 0.101
C -0.663 4.796 -2.031 -0.34 1.42 1.49 -0.991
C -1.491 3.832 -2.792 -0.34 1.12 -0.63 1.050
O -1.084 2.744 -3.061 0.67 -1.71 0.04 -0.404
C -2.748 4.339 -3.372 -1.60 0.39 -0.43 -1.282
H 0.000 4.232 -1.391 0.56 0.04 0.00 -0.060
H -1.245 5.489 -1.371 0.06 -0.79 -0.46 0.334
H -0.150 5.513 -2.684 0.20 -0.53 -0.16 0.452
H -3.125 3.725 -4.189 0.47 -0.06 -0.14 0.252
H -2.638 5.369 -3.715 0.05 0.04 0.01 0.470
H -3.579 4.334 -2.657 0.36 0.11 0.33 0.144
C 6.832 -1.198 2.886 0.85 -0.81 -0.69 -0.839
C 6.277 -0.011 3.572 0.46 -0.29 1.00 0.564
O 6.989 0.595 4.350 -0.71 0.37 -0.31 -0.590
C 4.826 0.268 3.319 -0.04 0.38 -0.21 -0.693
H 6.296 -1.485 1.985 -0.15 -0.06 0.01 0.177
H 6.805 -2.038 3.591 -0.13 0.07 -0.09 0.230
H 7.891 -1.038 2.647 -0.27 0.03 0.10 0.364
H 4.778 0.597 2.273 -0.27 -0.13 0.07 0.135
H 4.498 1.084 3.954 -0.21 -0.01 0.12 0.374
H 4.192 -0.632 3.423 0.41 0.42 -0.05 0.297
C -3.848 1.363 1.139 0.79 -0.70 0.28 -0.389
C -3.926 2.585 0.344 0.36 1.73 -0.36 0.942
O -3.053 2.871 -0.470 -0.83 0.09 0.70 -0.285
C -5.193 3.406 0.545 0.09 -1.17 -2.07 -1.869
H -2.806 1.008 1.191 -0.49 0.09 0.43 -0.371
H -4.373 0.639 0.547 -0.47 -0.76 -0.34 0.537
H -4.392 1.448 2.077 0.31 -0.09 0.20 0.378
H -5.050 4.444 0.281 -0.03 0.15 0.09 0.323
H -5.643 3.244 1.499 -0.13 0.17 0.64 0.397
H -5.867 2.914 -0.217 0.28 0.67 0.57 0.381
C 3.367 -0.461 -2.214 -0.44 0.76 -0.38 0.614
C 4.099 -1.222 -3.289 -1.97 -0.96 1.44 0.527
O 4.833 -0.692 -4.050 1.39 0.44 -1.24 -0.560
C 3.650 -2.700 -3.369 1.65 0.66 -0.07 -0.941
H 2.351 -0.307 -2.601 0.04 0.09 -0.04 -0.358
H 3.776 0.518 -1.959 0.17 -0.11 -0.29 0.257
H 3.235 -1.020 -1.320 0.11 -0.66 0.83 -0.320
H 2.662 -2.758 -3.788 -0.41 -0.08 -0.39 0.246
H 3.621 -3.126 -2.374 -0.05 -0.07 0.26 0.165
H 4.409 -3.228 -3.958 -0.50 -0.06 -0.09 0.352
C 1.396 -0.123 1.066 0.21 -0.79 1.07 0.363
C -0.049 0.167 0.884 -0.69 -0.72 -0.50 1.172
O -0.933 -0.273 1.603 0.47 0.34 -0.01 -0.760
C -0.360 0.834 -0.425 0.52 0.11 -0.17 0.491
H 1.569 -0.688 2.005 0.03 0.62 -0.39 0.393
H 1.988 0.790 0.971 0.09 -0.18 0.04 -0.413
H 1.648 -0.814 0.254 0.17 0.25 -0.04 -0.762
H 0.438 0.590 -1.130 0.18 0.43 0.05 -0.304
H -0.463 1.921 -0.336 -0.08 -0.26 -0.09 -0.125
H -1.227 0.378 -0.857 -0.89 0.23 -0.03 -0.202
C 4.460 -4.959 1.345 -0.39 -0.65 -1.55 -1.597
C 3.681 -3.750 0.933 0.29 0.63 0.35 0.705
O 4.126 -2.619 0.926 0.24 -0.22 -0.02 -0.412
C 2.273 -4.012 0.559 -0.32 -0.16 0.95 -0.357
H 4.473 -5.616 0.435 -0.11 0.22 0.83 0.359
H 3.946 -5.481 2.143 0.02 -0.16 0.12 0.361
H 5.476 -4.752 1.569 0.82 0.37 0.47 0.387
H 1.773 -3.084 0.383 -0.36 0.49 -0.45 -0.473
H 1.775 -4.483 1.409 -0.08 -0.09 0.03 0.513
H 2.217 -4.705 -0.252 -0.16 -0.38 -0.76 0.476